DFT (the ωB97M-V functional and the def2-TZVPD basis) results for a single C2H2N2O3 molecule at a distorted geometry.

Energy above the lowest of the compared OMol25 structures with the same formula, charge and spin   7.7782 eV
Max |F|   4.38 eV/Å

Geometry as XYZ:
```
9
Properties=species:S:1:pos:R:3:forces:R:3
O 2.142 -0.185 -0.154 -0.334 -0.345 -0.577
O -0.880 1.258 -0.039 -3.944 -1.892 0.293
O -2.906 -0.024 -0.109 0.946 0.243 0.632
N 0.934 -0.094 -0.189 -1.983 -0.673 0.709
N 0.372 1.051 -0.258 2.459 2.005 -0.701
C -1.718 -0.129 -0.056 -0.282 0.846 -0.918
C -0.872 -1.187 -0.343 1.609 3.639 -1.542
H 0.776 1.982 -0.480 0.909 -1.251 0.303
H -0.692 -2.029 0.179 0.620 -2.572 1.801
```
Forces are in eV/Å.

---

DFT (the ωB97M-V functional and the def2-TZVPD basis) results for a single C2H2N2O3 molecule at a distorted geometry.

Energy above the lowest of the compared OMol25 structures with the same formula, charge and spin   2.9655 eV
SMILES   O=c1[nH]c(O)no1
Max |F|   9.76 eV/Å

Geometry as XYZ:
```
9
Properties=species:S:1:pos:R:3:forces:R:3
O -2.594 -0.407 -0.195 0.197 1.498 -0.056
O -1.006 1.337 0.230 -0.466 2.262 -1.879
O 1.886 -0.480 -0.040 9.153 0.404 -2.359
N 0.505 1.364 -0.098 -1.008 -0.940 0.795
N -0.340 -0.613 0.438 -0.217 -5.946 -3.177
C -1.546 0.115 0.023 4.089 -1.163 2.149
C 0.828 0.101 0.083 -9.065 3.507 0.873
H -0.415 -1.676 -0.020 0.683 3.443 1.947
H 2.683 0.259 -0.421 -3.367 -3.066 1.707
```
Forces are in eV/Å.

---

DFT (the ωB97M-V functional and the def2-TZVPD basis) results for a single C2H2N2O3 molecule at a distorted geometry.

Energy above the lowest of the compared OMol25 structures with the same formula, charge and spin   4.9471 eV
SMILES   O=c1[nH]c[n+]([O-])o1
Max |F|   5.92 eV/Å

Geometry as XYZ:
```
9
Properties=species:S:1:pos:R:3:forces:R:3
O -0.627 -2.395 -0.049 1.246 1.636 0.392
O -1.416 -0.325 0.021 -0.855 0.171 0.724
O -1.542 2.060 0.173 1.336 -1.643 -0.611
N -0.887 1.232 -0.364 0.610 2.208 0.078
N 0.861 -0.521 0.160 -4.471 3.872 0.222
C -0.496 -1.183 0.069 -0.039 -2.300 -0.380
C 0.781 0.806 0.129 0.926 -0.915 -0.173
H 1.737 1.430 -0.126 -1.761 -1.190 0.480
H 1.589 -1.104 -0.012 3.009 -1.839 -0.732
```
Forces are in eV/Å.

---

DFT (the ωB97M-V functional and the def2-TZVPD basis) results for a molecular structure, C2H2N2O3 at a distorted geometry.

Energy above the lowest of the compared OMol25 structures with the same formula, charge and spin   5.5735 eV
Max |F|   5.71 eV/Å

Geometry as XYZ:
```
9
Properties=species:S:1:pos:R:3:forces:R:3
O -1.139 1.261 0.926 -1.329 1.440 2.114
O -0.017 1.863 -0.811 0.519 1.583 -1.100
O -0.980 -1.281 0.369 0.346 1.420 -0.323
N -0.516 1.096 -0.065 0.175 -1.560 0.190
N 2.755 -0.432 0.140 -0.734 -0.259 -0.218
C -0.348 -0.311 -0.370 3.799 -4.187 0.788
C 1.627 -0.508 -0.110 -2.813 0.907 -0.098
H -1.043 -1.190 1.368 0.469 0.684 -1.818
H -0.340 -0.499 -1.447 -0.433 -0.029 0.466
```
Forces are in eV/Å.

---

DFT (the ωB97M-V functional and the def2-TZVPD basis) results for a single C2H2N2O3 molecule at a distorted geometry.

⟨S²⟩   2.0085
Energy above the lowest of the compared OMol25 structures with the same formula, charge and spin   3.3784 eV
Max |F|   7.69 eV/Å
Multiplicity   3

Geometry as XYZ:
```
9
Properties=species:S:1:pos:R:3:forces:R:3
O 0.676 -0.779 -1.065 -1.119 1.427 1.202
O 2.139 -0.483 1.409 0.248 0.423 0.238
O -2.553 0.540 -1.086 -2.133 2.239 -2.486
N -0.742 0.538 0.334 -4.766 1.851 1.733
N 0.399 0.197 0.031 5.986 -2.982 -3.806
C -1.962 0.025 -0.248 2.747 -4.627 2.841
C 1.826 0.234 0.521 -2.572 -1.819 2.062
H -2.256 -1.067 0.165 0.575 2.132 -0.386
H 2.473 0.796 -0.061 1.034 1.356 -1.398
```
Forces are in eV/Å.

---

DFT (the ωB97M-V functional and the def2-TZVPD basis) results for a single C2H2N2O4 molecule at a distorted geometry.

Energy above the lowest of the compared OMol25 structures with the same formula, charge and spin   3.1649 eV
SMILES   [H]/N=c1\oc(=O)on1O
Max |F|   8.05 eV/Å

Geometry as XYZ:
```
10
Properties=species:S:1:pos:R:3:forces:R:3
O 0.009 -1.929 0.075 0.253 0.397 1.081
O -1.302 -0.114 0.696 3.144 -0.284 -0.792
O -0.081 1.307 -0.686 -0.691 -2.067 1.982
O -2.382 1.169 -0.629 -3.154 2.128 -2.118
N 0.079 -0.550 0.622 -2.759 -4.713 3.170
N 1.993 0.304 -0.078 7.069 3.634 -1.266
C 0.820 0.396 -0.041 -6.116 0.220 -1.814
C -1.357 0.809 -0.277 1.877 0.235 0.703
H 2.321 1.268 -0.504 -0.130 -2.620 0.538
H -0.099 -2.659 0.822 0.506 3.071 -1.484
```
Forces are in eV/Å.

---

DFT (the ωB97M-V functional and the def2-TZVPD basis) results for a single C2H2N2OS molecule at a distorted geometry.

Energy above the lowest of the compared OMol25 structures with the same formula, charge and spin   4.3435 eV
SMILES   O=C/C=N\N=S
Max |F|   4.81 eV/Å

Geometry as XYZ:
```
8
Properties=species:S:1:pos:R:3:forces:R:3
S -3.822 -2.578 -0.399 3.577 2.284 1.954
O -0.869 -0.971 -1.736 0.253 -0.359 -0.308
N -2.441 -1.743 0.277 -0.092 0.198 0.611
N -1.605 -1.084 0.925 -2.914 -2.210 -3.127
C -0.517 -0.467 0.506 -2.370 -2.373 -1.975
C -0.178 -0.455 -0.885 -1.982 -0.097 0.385
H 0.060 0.069 1.098 2.174 2.068 3.333
H 0.621 0.226 -1.046 1.353 0.488 -0.872
```
Forces are in eV/Å.

---

DFT (the ωB97M-V functional and the def2-TZVPD basis) results for 2 unconnected molecules or ions with the total composition C2H2N2OS at a distorted geometry.

Energy above the lowest of the compared OMol25 structures with the same formula, charge and spin   3.1881 eV
SMILES   N#[N+][O-].C=C=S
Max |F|   3.65 eV/Å

Geometry as XYZ:
```
8
Properties=species:S:1:pos:R:3:forces:R:3
S 2.124 -0.289 1.845 -0.623 0.012 0.275
O -2.501 2.129 1.936 -1.916 -0.359 0.536
N -1.443 2.026 1.469 3.455 0.906 -0.758
N -0.380 2.070 1.092 -1.560 -0.515 0.197
C -0.478 -1.458 2.127 1.458 0.279 -0.050
C 0.688 -0.858 2.078 0.434 -0.172 -0.403
H -1.041 -1.471 3.026 -0.677 0.044 0.414
H -0.574 -2.193 1.348 -0.572 -0.195 -0.210
```
Forces are in eV/Å.